Entry 1:
Here is C3H7AlNO5P as an isolated structure in a non-equilibrium geometry from OMol25. Energies are from ωB97M-V/def2-TZVPD.

The geometry in XYZ format:
```
18
Properties=species:S:1:pos:R:3:forces:R:3:mulliken_charge:R:1
Al -1.098 2.638 0.506 -0.26 5.14 -3.59 -0.259
P 0.477 2.496 -1.501 -0.24 1.13 -6.09 1.051
O 0.744 3.695 -2.410 1.59 0.21 1.63 -0.569
O 0.548 1.367 -2.561 0.84 -0.40 1.93 -0.527
O -1.118 2.553 -1.540 -1.32 -0.44 4.53 -0.331
O 0.974 2.369 -0.060 0.08 1.82 -0.96 -0.611
C 0.175 0.226 0.928 0.54 -4.63 -0.36 0.495
O -0.619 1.148 0.739 -1.31 -7.14 2.33 0.117
N 0.001 -1.101 0.475 1.41 5.55 2.92 0.191
C 1.037 -2.043 0.883 -0.25 -0.82 -0.39 -0.947
C -1.275 -1.546 0.062 -0.71 -1.53 -0.49 -0.965
H 1.062 0.337 1.571 -0.19 0.34 -0.61 0.304
H 1.708 -1.669 1.656 0.02 0.43 -0.42 0.360
H 1.561 -2.362 -0.018 0.34 0.05 0.19 0.314
H 0.608 -2.940 1.329 -0.38 0.02 -0.08 0.353
H -1.765 -2.058 0.890 -0.09 0.02 0.26 0.350
H -1.959 -0.775 -0.291 0.55 0.01 -0.29 0.310
H -1.059 -2.336 -0.657 -0.62 0.23 -0.52 0.364
```
Forces are in eV/Å.

The value obtained for the total energy is -1133.18356 Eh. For the HOMO energy, the calculation gives -7.561 eV. The value obtained for the LUMO energy is -3.3648 eV.

---

Entry 2:
Here is a 2-piece molecular cluster, C4H8O2 overall from OMol25. Energies are from ωB97M-V/def2-TZVPD.

The geometry in XYZ format:
```
14
Properties=species:S:1:pos:R:3:forces:R:3:mulliken_charge:R:1
C -0.569 -1.842 -0.462 -0.47 0.15 0.24 -0.867
C -1.050 -0.490 -0.894 0.16 0.16 -0.40 0.714
O -1.970 0.131 -0.437 -0.01 -0.07 0.22 -0.549
O -0.303 0.008 -1.914 0.08 -0.03 0.31 -0.460
H -0.568 -2.527 -1.307 0.16 0.00 0.00 0.304
H -1.245 -2.201 0.310 0.03 -0.10 -0.02 0.286
H 0.429 -1.741 -0.045 0.14 -0.08 -0.12 0.241
H -0.584 0.929 -2.008 -0.08 0.00 -0.20 0.331
C 2.178 0.658 2.207 -0.02 0.10 -0.58 -0.457
C 1.560 1.655 1.585 0.02 -0.07 0.51 -0.497
H 3.259 0.566 2.213 -0.12 -0.34 -0.30 0.244
H 1.569 -0.125 2.639 0.22 0.15 0.69 0.229
H 2.057 2.340 0.913 0.14 0.29 0.32 0.238
H 0.523 1.834 1.836 -0.28 -0.15 -0.66 0.244
```
Forces are in eV/Å.

The value obtained for the total energy is -307.66750 Eh. For the HOMO energy, the calculation gives -10.091 eV. The value obtained for the LUMO energy is 0.8104 eV.

---

Entry 3:
Here is C48H56N8PtS3 as an isolated structure from OMol25. Energies are from ωB97M-V/def2-TZVPD.

The geometry in XYZ format:
```
116
Properties=species:S:1:pos:R:3:forces:R:3:mulliken_charge:R:1
Pt 2.047 -1.451 0.500 0.30 0.54 -0.01 1.221
N 2.447 0.336 -0.334 0.24 0.12 0.15 0.264
S 2.334 1.782 -0.160 -0.15 -0.06 -0.08 0.783
N 1.006 2.531 -0.780 0.05 -0.04 -0.04 -0.019
S -0.333 2.712 -0.027 -0.10 -0.04 0.07 1.427
N -0.904 1.654 0.939 0.02 0.05 -0.13 0.096
S -0.913 0.016 0.681 0.16 0.31 0.13 0.847
N 0.276 -0.688 1.143 -0.30 -0.74 -0.17 -0.375
C -1.440 -0.140 -1.025 0.01 0.06 -0.02 1.337
C -2.775 -0.009 -1.382 0.00 0.02 -0.01 -0.608
C -3.126 -0.125 -2.719 0.00 0.00 0.00 -1.105
C -2.152 -0.371 -3.678 0.00 -0.01 0.00 -0.909
C -0.821 -0.498 -3.303 0.02 0.00 0.00 -0.735
C -0.456 -0.382 -1.971 -0.02 -0.01 0.01 -0.124
C -2.359 -0.331 1.659 0.05 -0.02 0.02 -0.377
C -3.377 0.597 1.843 0.02 0.01 0.00 -0.287
C -4.478 0.242 2.607 -0.01 -0.01 -0.01 -0.811
C -4.548 -1.019 3.186 0.00 0.00 0.00 -0.803
C -3.515 -1.929 3.009 0.00 -0.01 0.00 -0.620
C -2.414 -1.586 2.240 -0.01 0.04 0.02 -0.269
C -0.306 4.173 0.974 -0.01 -0.01 -0.01 0.374
C 0.144 5.335 0.356 -0.03 0.00 -0.01 -0.926
C 0.196 6.500 1.099 0.00 0.00 0.00 -0.793
C -0.195 6.490 2.434 0.00 0.00 0.00 -0.595
C -0.640 5.320 3.031 0.00 0.00 0.00 -0.926
C -0.702 4.141 2.300 0.04 -0.01 0.01 0.015
C -1.472 3.112 -1.323 0.02 0.08 0.01 0.734
C -2.737 3.530 -0.923 0.01 -0.02 -0.01 -0.908
C -3.669 3.848 -1.893 0.00 0.00 -0.01 -0.845
C -3.331 3.749 -3.239 -0.01 0.00 0.01 -0.647
C -2.065 3.331 -3.618 0.01 -0.01 0.00 -0.837
C -1.117 3.009 -2.656 -0.02 -0.03 -0.01 -0.191
C 3.582 2.605 -1.113 -0.01 0.00 -0.01 0.029
C 3.328 2.965 -2.428 -0.01 0.04 0.02 -0.298
C 4.367 3.468 -3.195 0.00 0.01 0.00 -0.852
C 5.636 3.605 -2.649 -0.01 0.00 -0.02 -0.591
C 5.877 3.235 -1.333 0.00 0.00 0.02 -1.000
C 4.849 2.723 -0.557 0.02 -0.03 -0.01 -0.170
C 2.496 2.465 1.480 0.03 0.02 0.00 0.677
C 2.278 1.620 2.556 -0.04 0.00 0.00 -0.116
C 2.353 2.145 3.840 -0.01 -0.01 -0.01 -1.058
C 2.652 3.486 4.029 0.00 0.00 0.00 -0.723
C 2.868 4.321 2.938 -0.01 0.00 0.01 -1.068
C 2.785 3.816 1.654 0.02 -0.01 -0.01 -0.400
H -3.541 0.163 -0.639 0.01 0.00 -0.01 0.456
H -4.164 -0.027 -3.009 0.00 0.00 0.00 0.555
H -2.433 -0.470 -4.718 0.00 0.00 0.00 0.441
H -0.064 -0.699 -4.049 0.00 0.00 0.00 0.548
H 0.575 -0.498 -1.668 0.03 -0.01 0.02 0.134
H -3.303 1.583 1.408 -0.01 -0.01 0.00 0.352
H -5.277 0.955 2.760 0.00 0.00 0.00 0.508
H -5.405 -1.286 3.790 0.00 0.00 0.00 0.435
H -3.564 -2.901 3.481 0.01 0.00 0.00 0.530
H -1.586 -2.260 2.099 0.00 -0.04 -0.01 0.261
H 0.448 5.324 -0.684 0.00 0.00 0.00 0.434
H 0.536 7.418 0.638 0.00 0.00 0.00 0.478
H -0.154 7.405 3.011 0.00 0.00 0.00 0.454
H -0.943 5.320 4.069 0.00 0.00 0.00 0.501
H -1.035 3.215 2.746 -0.01 0.00 0.00 0.557
H -2.983 3.619 0.129 0.01 0.02 0.00 0.257
H -4.656 4.183 -1.602 0.00 0.00 0.00 0.485
H -4.060 4.007 -3.995 0.00 0.00 0.00 0.445
H -1.808 3.258 -4.666 0.00 0.00 0.00 0.499
H -0.126 2.677 -2.929 0.01 0.00 0.00 0.523
H 2.335 2.858 -2.841 0.00 0.00 0.00 0.343
H 4.184 3.759 -4.221 0.00 -0.01 0.00 0.462
H 6.442 4.002 -3.252 0.00 0.01 0.00 0.422
H 6.865 3.347 -0.908 0.00 0.00 0.00 0.445
H 5.032 2.437 0.471 0.00 0.00 0.00 0.465
H 2.025 0.581 2.387 0.01 0.01 0.01 0.254
H 2.180 1.502 4.693 0.00 0.00 0.00 0.529
H 2.721 3.885 5.032 0.00 0.00 0.00 0.461
H 3.104 5.366 3.090 0.00 0.00 0.00 0.497
H 2.953 4.459 0.799 0.00 0.00 0.00 0.613
C 4.806 -1.117 1.226 0.08 0.03 -0.06 -0.914
N 4.072 -1.963 0.250 -0.08 -0.03 0.16 0.214
C 4.641 -1.711 -1.092 -0.09 -0.06 -0.06 -0.867
C 4.244 -3.392 0.628 0.02 0.02 0.01 -0.740
C 3.218 -3.754 1.678 -0.03 -0.01 -0.05 -0.811
N 1.866 -3.429 1.150 0.00 0.00 -0.01 0.342
C 0.852 -3.663 2.194 0.05 0.04 0.05 -0.531
C 1.561 -4.330 0.005 -0.10 0.04 -0.02 -0.591
H 5.869 -1.372 1.202 0.00 0.01 0.00 0.402
H 4.417 -1.269 2.230 0.00 -0.02 -0.01 0.322
H 4.673 -0.075 0.951 -0.01 0.00 0.01 0.146
H 5.710 -1.937 -1.091 0.00 -0.01 0.00 0.418
H 4.477 -0.667 -1.348 0.01 -0.01 0.01 0.166
H 4.135 -2.340 -1.821 -0.01 0.00 0.00 0.326
H 5.262 -3.566 0.984 -0.01 0.00 0.03 0.450
H 4.102 -4.000 -0.263 0.05 0.01 0.00 0.446
H 3.368 -3.186 2.596 -0.01 0.00 0.00 0.380
H 3.273 -4.819 1.924 0.02 0.00 -0.01 0.443
H 0.926 -4.689 2.564 -0.01 -0.01 -0.01 0.560
H -0.123 -3.503 1.745 0.01 -0.01 0.02 -0.229
H 1.000 -2.961 3.012 0.00 0.00 0.00 0.215
H 1.783 -5.364 0.285 -0.02 -0.01 0.00 0.308
H 2.143 -4.050 -0.869 0.02 -0.03 0.01 0.321
H 0.512 -4.218 -0.247 0.03 0.00 -0.01 -0.021
N -1.282 -2.983 -0.503 -0.22 -0.19 0.05 -0.466
C -2.316 -3.471 -0.713 0.06 -0.12 0.00 0.378
N -3.484 -4.020 -0.941 -0.09 0.14 -0.05 0.013
C -4.038 -4.086 -2.301 0.00 0.00 0.00 -0.559
C -4.147 -5.536 -2.752 0.01 0.00 0.00 -0.648
C -4.936 -6.354 -1.732 0.00 0.01 0.01 -0.707
C -4.287 -6.262 -0.352 0.01 0.01 -0.01 -0.651
C -4.172 -4.809 0.087 0.00 -0.02 0.01 -0.582
H -3.404 -3.494 -2.958 0.01 0.00 0.01 0.354
H -5.030 -3.623 -2.278 0.00 0.01 -0.01 0.304
H -3.141 -5.951 -2.859 0.00 0.00 -0.02 0.285
H -4.621 -5.574 -3.734 -0.02 0.01 0.01 0.368
H -5.005 -7.394 -2.050 0.01 0.00 0.00 0.339
H -5.961 -5.972 -1.676 0.00 -0.01 -0.01 0.304
H -3.287 -6.703 -0.387 0.00 -0.01 0.01 0.292
H -4.863 -6.819 0.389 -0.01 0.01 0.00 0.373
H -3.625 -4.704 1.024 0.01 0.00 -0.01 0.399
H -5.168 -4.377 0.230 0.00 0.00 0.00 0.285
```
Forces are in eV/Å.

Its total charge is +2. The value obtained for the total energy is -3613.92004 Eh. For the HOMO energy, the calculation gives -12.925 eV. The value obtained for the LUMO energy is -4.1376 eV.

---

It is found that the energy relative to the best compared isomer or geometry (same formula, charge and spin) values, taken in the order of the records, are 0.0; 118.0; 35.5 kJ/mol.
It is found that the HOMO-LUMO gap values, taken in the order of the records, are 0.1542; 0.4006; 0.3229 hartree.